DFT (ωB97M-V/def2-TZVPD) results for a cluster of 8 separate species, C35H63BCl14O5 in total in a non-equilibrium geometry.

Structure (XYZ):
```
118
Properties=species:S:1:pos:R:3:forces:R:3
C 2.46140 4.74133 4.54614 0.0 -0.5 0.1
C 2.33335 3.59962 5.73016 -0.8 -0.6 -0.1
C 1.01822 2.60667 5.46836 1.7 -0.1 0.4
C 1.51816 1.40831 4.46759 -1.2 1.0 -1.6
C 0.25217 1.04504 3.43921 0.5 -0.6 1.1
C -0.79134 -0.06523 4.07361 -0.9 1.0 -0.8
C -2.27343 0.17574 3.33712 0.3 -0.6 -0.2
C -2.28273 -0.24128 1.74886 -0.3 -0.2 0.2
C -3.13749 0.86450 0.86360 0.5 -1.6 -1.6
C -2.18107 1.31417 -0.43240 -1.1 0.5 1.3
C -1.04908 2.36100 0.11929 -0.5 0.6 -0.9
C 0.43353 2.21663 -0.56154 0.8 0.5 1.5
C 0.98994 0.68295 -0.71212 0.4 0.6 -1.5
C 0.64656 0.19936 -2.26079 0.1 -0.4 0.6
C 2.01683 -0.26010 -3.03343 -0.3 0.4 -1.2
C 2.29696 -1.87599 -3.05440 1.1 -0.4 0.3
C 1.76437 -2.68864 -1.73006 -2.3 -1.9 0.8
C 0.50512 -3.51060 -1.66356 3.0 1.6 0.3
C -0.50929 -3.62929 -2.95705 -0.2 0.2 0.1
B -2.03769 -3.03622 -2.63357 -2.1 0.6 0.7
O -2.51143 -2.70739 -1.24468 -0.1 -2.3 -2.5
O -3.04891 -2.76128 -3.71072 2.2 1.1 2.8
C 0.17943 -4.29736 -0.22428 -3.6 -2.7 1.5
O -0.94887 -5.00133 -0.00370 6.6 4.2 -1.8
C 1.26958 -4.30835 1.04356 3.0 2.6 -1.6
C 2.52846 -3.48980 0.98158 -3.4 -2.6 -0.5
C 3.61240 -3.55465 2.24493 -1.3 1.0 -0.5
C 3.57070 -2.04722 2.93926 1.3 0.1 -0.4
C 4.06975 -2.08050 4.50299 -0.1 -0.3 0.2
C 2.85430 -2.16558 5.60409 0.3 -0.4 1.1
O 1.53605 -2.51324 5.04120 0.4 0.4 1.4
C 0.53885 -2.67090 6.12084 0.6 -0.3 0.6
C 2.72834 -2.56526 -0.36901 3.6 3.4 0.9
O 3.71688 -1.63859 -0.31224 -5.9 -5.5 -0.7
H 1.86882 5.72791 4.82601 1.4 -2.0 -0.5
H 3.61038 4.93312 4.35163 -2.4 0.0 0.4
H 2.00060 4.34438 3.53369 0.9 0.7 2.1
H 2.18386 4.06864 6.79330 0.6 -0.8 -2.2
H 3.27628 2.90242 5.70571 -1.7 1.5 0.2
H 0.69124 2.10638 6.47442 0.4 1.2 -1.8
H 0.18227 3.30261 5.03685 1.4 -1.7 0.7
H 2.35081 1.87707 3.75427 -1.5 -1.2 1.7
H 1.92080 0.44666 5.01130 -0.8 2.0 -1.0
H -0.35531 2.04752 3.33781 1.3 -2.0 -0.2
H 0.72242 0.66054 2.43369 -1.2 0.9 1.8
H -0.43206 -1.18268 3.90523 -0.7 2.5 0.5
H -0.94681 0.21308 5.20466 0.5 -0.9 -2.0
H -3.10177 -0.48632 3.86259 1.7 1.6 -0.9
H -2.56810 1.32063 3.39132 0.6 -2.4 0.2
H -2.79254 -1.31166 1.61136 1.1 2.4 0.3
H -1.18207 -0.37243 1.33358 -2.2 0.5 0.9
H -3.52818 1.77710 1.48296 0.8 -1.8 -1.2
H -4.03099 0.24955 0.36950 1.6 1.6 1.2
H -2.89236 1.88325 -1.18420 1.5 -1.3 1.2
H -1.76836 0.31118 -0.87088 -0.7 2.0 0.7
H -1.04909 2.29952 1.28766 0.4 0.0 -2.3
H -1.43753 3.45454 -0.15720 0.8 -2.3 0.7
H 1.19185 2.77273 0.17402 -1.6 -1.0 -1.5
H 0.51890 2.81804 -1.58695 -0.3 -1.5 2.1
H 0.56522 -0.08305 0.06335 0.7 1.6 -1.3
H 2.17938 0.70111 -0.63888 -2.6 -0.1 0.1
H -0.15056 -0.67828 -2.18716 1.7 1.6 -0.4
H 0.13274 1.08068 -2.85065 1.1 -1.7 1.2
H 2.98681 0.32169 -2.65127 -2.3 -1.4 -0.5
H 1.89057 0.08896 -4.16795 0.4 -0.9 2.4
H 1.93908 -2.37033 -4.07893 0.4 1.0 2.5
H 3.48363 -2.00583 -3.06311 -2.6 0.2 0.1
H -0.64391 -4.74088 -3.33372 0.4 2.1 0.9
H -0.13691 -3.01089 -3.90376 -0.4 -1.4 2.2
H -3.15732 -3.44071 -0.94709 1.5 1.8 -0.7
H -3.57652 -1.94694 -3.39895 0.9 -1.8 -0.4
H 1.05859 -4.98031 1.97817 0.1 1.4 -2.1
H 3.19066 -4.33117 3.02329 0.9 1.4 -1.7
H 4.70045 -3.84683 1.87759 -2.4 0.7 0.8
H 2.50284 -1.57207 2.80610 2.2 -1.0 0.4
H 4.36656 -1.40490 2.33313 -1.9 -1.2 1.3
H 4.76558 -3.03246 4.66509 -1.5 2.0 -0.4
H 4.73652 -1.13638 4.78205 -1.5 -2.0 -0.7
H 3.13341 -3.02006 6.37448 -0.5 1.7 -1.4
H 2.77066 -1.16567 6.24289 0.1 -1.9 -1.4
H 0.53222 -1.69717 6.78289 -0.2 -1.8 -1.3
H 0.89732 -3.58046 6.80442 -1.0 1.9 -1.3
H -0.53128 -2.88211 5.66881 2.4 0.5 0.8
Cl -1.96763 -5.30362 -5.87566 0.0 0.0 0.1
C -3.72292 -5.18914 -5.70003 -0.3 0.2 0.3
Cl -4.53512 -5.44198 -7.24966 -0.1 0.0 0.0
H -4.06021 -5.95107 -4.99311 0.2 0.1 -0.3
H -3.97857 -4.19622 -5.32220 0.2 -0.3 -0.2
Cl -3.47978 2.28211 -5.23648 0.1 0.1 0.0
C -3.25561 0.84655 -4.22953 0.4 -0.1 0.1
Cl -4.80935 0.20084 -3.68742 0.5 0.4 0.0
H -2.73590 0.08145 -4.81136 -0.2 0.2 0.0
H -2.65747 1.11511 -3.35540 -0.2 0.0 -0.2
Cl 2.82499 8.41096 6.28806 0.1 0.0 0.0
C 3.04916 6.97540 7.29501 0.3 -0.1 0.1
Cl 1.49541 6.32969 7.83712 0.0 0.1 0.1
H 3.56887 6.21030 6.71317 -0.3 0.2 0.0
H 3.64730 7.24396 8.16914 -0.3 0.0 -0.2
Cl -5.87532 -2.64371 -3.64490 -0.6 -0.8 0.1
C -7.55827 -2.33399 -3.20130 -0.3 -0.3 0.0
Cl -7.83762 -0.60965 -2.93005 -0.2 -0.1 0.1
H -8.20825 -2.67678 -4.01002 0.2 0.2 0.2
H -7.79074 -2.88064 -2.28417 0.2 0.2 -0.2
Cl 2.70792 2.90525 -5.04781 0.0 0.1 0.0
C 1.62816 2.82139 -6.44498 -0.1 0.3 -0.2
Cl 0.74557 1.29004 -6.47583 -0.3 0.4 0.1
H 0.91119 3.64418 -6.39045 0.2 -0.3 0.1
H 2.22123 2.90866 -7.35858 -0.1 -0.2 0.3
Cl -2.73544 7.42022 -3.43104 -0.1 0.0 0.0
C -3.04061 6.31614 -4.77748 -0.4 -0.2 0.0
Cl -1.60909 6.15059 -5.80135 0.0 -0.1 -0.1
H -3.30844 5.33455 -4.37902 0.2 0.2 -0.1
H -3.86471 6.70770 -5.37876 0.3 0.0 0.1
Cl 0.91393 -1.15772 -9.82166 0.0 -0.1 0.0
C 2.07116 -2.03625 -8.81467 0.2 -0.4 -0.1
Cl 2.51885 -1.09213 -7.38878 0.3 -0.4 -0.1
H 1.61891 -2.97682 -8.49093 0.0 0.3 0.0
H 2.96953 -2.24160 -9.40182 -0.2 0.2 0.1
```
Positions in Å, forces in eV/Å.

The calculation puts the strongest force on any atom at 8.09 eV Å⁻¹. The charge is 0. The structure (SMILES) is CCCCCCCCCCCCCCCCC1=C(CB(O)O)C(=O)C=C(CCCCOC)C1=O.ClCCl.ClCCl.ClCCl.ClCCl.ClCCl.ClCCl.ClCCl. Its energy is -8214.61846 a.u. The calculation puts the orbital gap at 7.946 eV. The LUMO energy is -1.50 eV.